No. 1
ORCA calculation (ωB97M-V with the def2-TZVPD basis set) on a molecular structure, C19H27I2N5O4Ti at a distorted geometry.

The geometry in XYZ format:
```
58
C19H27I2N5O4Ti (ωB97M-V with the def2-TZVPD basis set)
Ti 1.307 -0.865 1.497
C 2.683 0.637 -0.690
C 2.355 -0.706 -1.341
O 1.519 -1.539 -0.513
C 1.789 -2.960 -0.700
C 0.956 -3.653 0.343
O 0.843 -2.864 1.539
C 1.608 -3.513 2.694
C 3.050 -3.198 2.636
O 3.045 -1.780 2.145
C 4.268 -0.892 2.158
C 4.264 0.016 0.999
O 2.904 0.475 0.714
H 3.536 1.153 -1.154
H 1.783 1.256 -0.777
H 1.795 -0.531 -2.293
H 3.265 -1.288 -1.564
H 1.449 -3.312 -1.686
H 2.873 -3.169 -0.618
H -0.084 -3.694 -0.107
H 1.238 -4.713 0.593
H 1.072 -3.170 3.592
H 1.389 -4.643 2.558
H 3.664 -3.200 3.552
H 3.626 -3.830 1.935
H 4.119 -0.303 3.042
H 5.177 -1.532 2.280
H 4.815 1.007 1.256
H 4.716 -0.424 0.094
I 1.043 -0.569 4.166
I -2.672 -3.586 2.822
C -0.537 2.104 1.622
C -1.188 0.913 0.950
N -0.631 -0.312 0.889
C -1.688 -1.187 0.484
C -2.782 -0.477 0.171
N -2.450 0.888 0.477
C -3.401 2.108 0.275
N -4.071 2.103 -1.043
N -5.438 2.093 -1.101
N -5.838 2.524 -2.235
C -4.739 2.866 -3.052
C -4.617 3.709 -4.175
C -3.313 4.158 -4.507
C -2.160 3.657 -3.868
C -2.239 2.907 -2.641
C -3.558 2.621 -2.240
H 0.130 2.566 0.948
H -0.046 1.803 2.565
H -1.297 2.859 1.839
H -1.482 -2.272 0.486
H -3.845 -0.725 -0.041
H -2.755 3.011 0.346
H -4.106 2.058 1.083
H -5.541 4.082 -4.609
H -3.231 4.780 -5.426
H -1.190 3.970 -4.318
H -1.380 2.587 -2.056
```

Values from the calculation:
* spin multiplicity: 2
* net charge: +3
* electronic energy: -75068.093 eV
* energy above the lowest of the compared OMol25 structures with the same formula, charge and spin: 0.769 eV
* maximum force: 0.070 hartree/bohr
* lowest unoccupied orbital energy (spin up / spin down): -12.5 / -12.5 eV
* Kohn-Sham gap (spin up / spin down): 2.7 / 2.6 eV

=====

No. 2
ORCA calculation (ωB97M-V with the def2-TZVPD basis set) on C19H27N3O3 in the gas phase.

The geometry in XYZ format:
```
52
C19H27N3O3 (ωB97M-V with the def2-TZVPD basis set)
O 0.342 1.341 -1.905
C 0.783 1.881 -0.912
N 2.095 1.890 -0.602
C 3.088 1.138 -1.346
C 3.717 0.077 -0.480
C 5.078 0.081 -0.213
C 5.635 -0.889 0.604
C 4.832 -1.864 1.170
C 3.471 -1.872 0.911
C 2.917 -0.907 0.091
C -0.085 2.639 0.098
C 0.045 2.007 1.495
C -1.273 2.128 2.255
C -2.346 1.355 1.510
O -3.090 0.556 2.047
N -2.357 1.609 0.184
C -3.354 0.990 -0.663
C -2.790 -0.068 -1.635
N -2.376 -1.334 -1.083
C -1.101 -1.343 -0.396
C -0.666 -2.803 -0.247
O -1.610 -3.543 0.490
C -2.880 -3.482 -0.118
C -3.359 -2.037 -0.280
C -1.552 2.674 -0.365
H 2.402 2.316 0.257
H 3.852 1.822 -1.729
H 2.559 0.686 -2.190
H 5.708 0.841 -0.652
H 6.696 -0.880 0.801
H 5.266 -2.619 1.809
H 2.841 -2.632 1.349
H 1.858 -0.916 -0.119
H 0.281 3.671 0.125
H 0.295 0.947 1.401
H 0.845 2.488 2.063
H -1.185 1.714 3.259
H -1.571 3.176 2.336
H -4.089 0.529 0.000
H -3.851 1.771 -1.249
H -3.577 -0.279 -2.368
H -1.930 0.348 -2.165
H -0.376 -0.794 -0.998
H -1.168 -0.896 0.609
H 0.275 -2.882 0.302
H -0.544 -3.243 -1.248
H -3.554 -4.045 0.531
H -2.838 -3.959 -1.109
H -4.321 -2.027 -0.797
H -3.476 -1.587 0.719
H -1.992 3.644 -0.092
H -1.570 2.583 -1.454
```

Values from the calculation:
* SMILES: O=C(NCc1ccccc1)[C@@H]1CCC(=O)N(CCN2CCOCC2)C1
* spin multiplicity: 1
* electronic energy: -30754.857 eV
* energy above the lowest of the compared OMol25 structures with the same formula, charge and spin: 1.883 eV
* maximum force: 0.013 hartree/bohr
* lowest unoccupied orbital energy: 0.5 eV
* Kohn-Sham gap: 8.6 eV

=====

No. 3
ORCA calculation (ωB97M-V with the def2-TZVPD basis set) on 2 unconnected molecules or ions with the total composition C19H27N3O5 at a distorted geometry.

The geometry in XYZ format:
```
54
C19H27N3O5 (ωB97M-V with the def2-TZVPD basis set)
C -4.796 3.454 -6.256
C -4.292 2.681 -5.465
C -3.701 1.748 -4.501
N -2.261 1.620 -4.779
C -1.978 0.239 -5.192
C -0.541 -0.162 -4.867
C -3.044 -0.557 -4.435
O -2.738 -0.635 -3.028
C -4.274 0.323 -4.632
O -5.267 0.005 -3.651
H -5.244 4.133 -6.953
H -3.859 2.125 -3.485
H -1.968 2.294 -5.487
H -2.145 0.129 -6.270
H 0.157 0.418 -5.478
H -0.313 0.025 -3.814
H -0.388 -1.225 -5.075
H -3.190 -1.555 -4.862
H -2.409 0.239 -2.733
H -4.685 0.171 -5.637
H -4.805 -0.278 -2.837
C 3.209 1.472 6.163
N 3.417 0.815 4.873
C 2.531 -0.002 4.286
O 1.461 -0.283 4.818
C 2.988 -0.671 2.973
C 1.919 -1.495 2.224
C 0.826 -0.686 1.543
C -0.331 -0.311 2.255
C -1.368 0.395 1.614
C -1.258 0.717 0.244
O -2.270 1.362 -0.394
C -0.099 0.350 -0.470
C 0.939 -0.350 0.177
N 4.220 -1.463 3.138
C 4.522 -2.412 4.028
C 3.544 -2.839 5.104
O 5.619 -2.944 3.975
H 2.688 0.799 6.847
H 2.603 2.369 6.028
H 4.169 1.747 6.602
H 4.301 0.955 4.409
H 3.244 0.151 2.305
H 2.417 -2.090 1.456
H 1.452 -2.199 2.912
H -0.436 -0.582 3.297
H -2.252 0.668 2.168
H -3.004 1.537 0.197
H -0.022 0.604 -1.515
H 1.814 -0.647 -0.383
H 4.952 -1.307 2.463
H 2.574 -3.060 4.668
H 3.447 -2.052 5.847
H 3.926 -3.738 5.586
```

Values from the calculation:
* SMILES: C#C[C@@H]1N[C@@H](C)[C@@H](O)[C@H]1O.CNC(=O)[C@H](Cc1ccc(O)cc1)NC(C)=O
* spin multiplicity: 1
* electronic energy: -34847.570 eV
* energy above the lowest of the compared OMol25 structures with the same formula, charge and spin: 3.426 eV
* maximum force: 0.039 hartree/bohr
* lowest unoccupied orbital energy: 0.5 eV
* Kohn-Sham gap: 9.1 eV

=====

No. 4
ORCA calculation (ωB97M-V with the def2-TZVPD basis set) on C19H27N3S in the gas phase.

The geometry in XYZ format:
```
50
C19H27N3S (ωB97M-V with the def2-TZVPD basis set)
C 4.988 -2.469 2.502
C 3.861 -2.491 1.514
C 3.564 -3.628 0.777
C 2.501 -3.641 -0.106
C 1.702 -2.523 -0.295
C 0.538 -2.554 -1.235
C 2.005 -1.379 0.442
N 1.237 -0.183 0.286
C 1.879 0.912 -0.447
N 1.013 2.025 -0.698
C 0.199 1.988 -1.900
C -0.960 0.979 -1.954
C -2.196 1.297 -1.147
C -2.648 2.523 -0.922
C -3.875 2.839 -0.120
C -4.360 1.629 0.672
C -4.363 0.404 -0.232
C -2.936 0.080 -0.659
C 0.360 2.425 0.516
N -0.312 1.302 1.141
C 0.187 0.049 1.101
S -0.539 -1.161 1.972
C 3.067 -1.368 1.331
H 5.648 -3.320 2.357
H 4.592 -2.511 3.517
H 5.567 -1.552 2.407
H 4.164 -4.518 0.903
H 2.281 -4.542 -0.660
H 0.675 -1.837 -2.045
H 0.421 -3.544 -1.667
H -0.374 -2.300 -0.697
H 2.746 1.275 0.130
H 2.248 0.507 -1.395
H -0.176 3.002 -2.054
H 0.886 1.767 -2.722
H -0.588 0.005 -1.636
H -1.258 0.883 -3.004
H -2.141 3.387 -1.332
H -4.665 3.172 -0.803
H -3.665 3.676 0.553
H -3.693 1.445 1.518
H -5.359 1.819 1.070
H -4.974 0.611 -1.114
H -4.795 -0.453 0.287
H -2.395 -0.360 0.185
H -2.947 -0.671 -1.454
H 1.127 2.829 1.198
H -0.374 3.203 0.306
H -1.130 1.444 1.710
H 3.265 -0.473 1.905
```

Values from the calculation:
* SMILES: Cc1ccc(C)c(N2CN(CCC3=CCCCC3)CNC2=S)c1
* spin multiplicity: 1
* electronic energy: -35447.302 eV
* energy above the lowest of the compared OMol25 structures with the same formula, charge and spin: 0.000 eV
* maximum force: 0.014 hartree/bohr
* lowest unoccupied orbital energy: 0.7 eV
* Kohn-Sham gap: 8.6 eV